Below is C49H51O4P2Sb2SeSiTc as an isolated structure in a non-equilibrium geometry, with properties calculated with wB97M-V/def2-TZVPD.

The geometry in ORCA input format:
```
! RIJCOSX wB97M-V def2-TZVPD def2/J DEFGRID3
* xyz 1 4
Sb 1.195 -1.400 -0.845
Sb 1.671 -1.396 2.799
Tc 0.068 0.129 1.073
Se -1.796 2.155 2.779
P 1.330 2.305 0.815
P -2.058 -1.217 1.008
Si -1.674 1.707 -0.399
O -1.266 3.665 2.616
O -2.379 1.623 1.219
O -0.524 1.024 2.842
O -2.903 1.870 3.900
C 2.796 2.617 -1.537
C 1.529 -3.530 2.435
C -4.399 -0.865 4.955
C 1.890 4.558 4.223
C 1.465 4.165 2.959
C -4.968 0.035 -2.400
C 4.094 -4.201 -0.268
C -4.196 -1.562 -0.781
C -2.227 -3.941 1.867
C -3.202 -0.683 -0.353
C 2.892 2.439 -0.154
C -5.044 -0.613 3.754
C -1.814 -4.951 -0.686
C 0.318 3.643 0.042
C 5.169 -4.674 0.469
C 4.157 2.436 0.429
C 5.297 2.571 -0.357
C -3.048 -1.187 4.964
C 5.190 2.732 -1.728
C -1.987 -5.825 0.380
C -0.532 1.290 -1.946
C 2.882 -3.868 0.337
C -4.348 -0.690 2.555
C 0.920 4.889 -0.116
C 5.033 -4.845 1.841
C -3.100 0.595 -0.953
C 2.605 2.079 3.251
C 1.709 -3.477 -0.517
C -2.026 -3.052 0.813
C 3.035 2.468 4.509
C 3.932 2.765 -2.318
C -2.194 -5.315 1.652
C -1.730 4.557 -0.850
C -2.999 -1.029 2.555
C 2.669 3.716 5.001
C 1.739 -1.426 4.916
C 3.834 -4.509 2.454
C -1.026 3.465 -0.342
C -3.985 0.923 -1.985
C 3.079 -0.907 -1.682
C 3.752 -1.094 2.431
C 0.205 5.964 -0.624
C -5.077 -1.206 -1.792
C -1.124 5.800 -0.983
C 1.823 2.919 2.463
C -2.352 -1.259 3.770
C 0.158 -1.802 -2.666
C 2.759 -4.004 1.723
C -1.828 -3.582 -0.465
H 6.079 2.854 -2.334
H -5.650 0.313 -3.196
H 3.657 1.804 5.101
H 4.170 -0.516 3.256
H -5.845 -1.903 -2.104
H 3.835 2.914 -3.387
H 0.631 -1.225 -3.462
H -0.488 2.252 -2.474
H -1.977 -6.896 0.215
H -2.423 -3.575 2.863
H 1.895 -3.788 -1.545
H 3.727 -4.632 3.529
H 1.960 5.025 0.160
H -3.914 1.893 -2.473
H -4.298 -2.535 -0.316
H 3.842 -0.879 -0.902
H 2.915 1.124 2.859
H -1.672 -5.335 -1.690
H 3.042 0.059 -2.177
H 1.823 2.692 -2.006
H -0.894 -1.529 -2.605
H -6.093 -0.341 3.747
H 0.800 -3.965 -0.186
H 1.794 -0.405 5.295
H 0.608 -3.688 1.877
H 5.853 -5.237 2.430
H 1.594 5.528 4.601
H 0.826 4.822 2.388
H 6.271 2.571 0.115
H 6.098 -4.931 -0.026
H -1.725 -2.915 -1.311
H -1.039 0.557 -2.575
H 4.269 2.340 1.500
H 3.320 -1.688 -2.405
H -4.943 -0.790 5.888
H -4.858 -0.474 1.624
H 4.257 -2.056 2.370
H -1.293 -1.483 3.784
H 4.185 -4.109 -1.346
H 0.852 -1.913 5.317
H -2.770 4.446 -1.147
H 0.253 -2.867 -2.875
H -2.536 -1.364 5.901
H 2.633 -1.984 5.190
H -2.353 -5.988 2.487
H 3.892 -0.543 1.501
H 0.499 0.976 -1.804
H 1.427 -4.000 3.413
H 2.988 4.027 5.989
H -1.688 6.637 -1.377
H 0.686 6.927 -0.734
*
```

Values from the calculation:
energy relative to the best compared isomer or geometry (same formula, charge and spin)	0.00	kcal per mole
LUMO energy (spin up / spin down)	-2.4 / -3.9	eV
largest force on an atom	1.53	eV Å⁻¹

=====

Below is a 3-piece molecular cluster, C49H54BClN7O13P2 overall in a non-equilibrium geometry, with properties calculated with wB97M-V/def2-TZVPD.

The geometry in ORCA input format:
```
! RIJCOSX wB97M-V def2-TZVPD def2/J DEFGRID3
* xyz 1 1
Cl -1.496 5.074 -2.744
P 0.678 6.751 0.615
P -3.693 2.987 -1.122
O 2.223 6.591 0.134
O 0.696 7.829 1.782
O -2.072 -1.809 0.840
O -2.883 2.140 -2.205
O -2.945 0.831 1.164
O 2.769 -5.573 3.698
O 0.836 -2.763 0.156
O 0.448 -1.558 -8.791
O 2.136 4.360 2.943
O 4.101 -10.716 4.285
O -4.783 2.160 -0.580
O -4.379 4.189 -1.937
O 1.509 1.164 -4.313
N -0.204 7.213 -0.540
N 0.478 5.744 3.955
N -0.877 3.114 1.639
N 0.296 5.248 1.430
N -0.202 0.773 2.070
N -1.282 4.320 -0.142
N -5.503 7.108 1.192
C 3.785 -9.556 4.129
C -5.749 5.803 1.323
C -2.969 4.878 3.597
C -3.147 1.936 1.996
C 5.822 -9.110 2.777
C 1.079 1.255 -6.627
C 1.512 -1.625 -4.152
C 0.828 0.542 -7.802
C -2.636 3.874 0.141
C -0.113 2.181 2.442
C 1.460 -3.008 -4.123
C 6.617 -8.268 2.017
C -2.356 3.171 1.568
C -1.467 -2.077 -0.418
C 4.288 -7.292 3.173
C -4.295 7.290 0.673
C 0.166 -8.061 5.823
C 1.297 0.543 -5.340
C 2.180 -7.680 4.569
C 0.753 2.603 -9.033
C 0.719 -0.944 -7.782
C -0.508 4.281 1.051
C 0.957 -1.656 -6.497
C 0.029 -1.704 -0.324
C 3.056 -6.750 3.806
C -3.451 -1.517 0.731
C 0.895 -3.043 -6.463
C -3.647 4.995 0.526
C -0.603 4.247 -1.416
C 1.006 -7.199 5.137
C -2.597 4.081 2.766
C 2.247 -2.122 2.077
C 0.495 -9.408 5.943
C 1.255 -0.944 -5.334
C -3.363 6.336 0.328
C 1.146 -3.718 -5.278
C 1.670 -9.889 5.389
C 0.006 2.909 -1.947
C 4.650 -8.629 3.348
C -4.924 4.748 1.034
C 6.244 -6.942 1.823
C 0.980 3.314 -7.860
C 5.086 -6.454 2.404
C -0.190 1.625 -1.115
C 0.949 -2.783 1.567
C -3.857 -0.222 1.445
C 1.143 2.643 -6.660
C 0.672 1.220 -9.004
C 2.519 -9.027 4.706
B 0.996 5.089 2.803
H 0.490 0.668 -9.916
H -6.741 5.560 1.713
H -0.749 -7.686 6.262
H -2.413 6.643 -0.108
H -1.883 -1.435 -1.211
H 0.638 3.129 -9.972
H 1.663 -3.536 -3.199
H -1.535 -3.135 -0.706
H -5.259 3.892 -2.209
H -4.002 -2.331 1.228
H -3.412 1.363 -2.437
H -0.442 2.732 -2.929
H 0.636 1.523 -0.402
H 2.550 4.166 2.093
H 1.078 3.012 -2.155
H 2.147 -1.029 1.999
H 0.385 -1.401 -1.317
H 0.748 -6.153 5.041
H -3.847 -0.386 2.537
H 0.312 7.305 -1.408
H -5.272 3.740 1.227
H 2.302 -2.341 3.152
H 0.281 4.887 -1.322
H -2.951 5.581 4.404
H 4.799 -5.421 2.257
H -0.115 7.789 2.311
H 0.655 -3.595 -7.361
H 0.948 2.447 2.419
H -0.950 0.362 2.622
H 1.099 -4.799 -5.254
H -2.805 1.665 3.019
H 1.034 4.395 -7.884
H 6.110 -10.142 2.923
H 1.926 -10.935 5.486
H -0.117 0.760 -1.780
H 1.754 -1.074 -3.253
H 0.633 0.325 2.440
H -0.167 -10.081 6.471
H -1.152 1.632 -0.604
H -4.856 0.064 1.083
H 7.527 -8.646 1.569
H 0.075 -0.822 0.328
H 0.586 5.089 4.730
H 3.135 -2.494 1.563
H -0.524 5.900 3.875
H -4.224 2.126 2.093
H 6.860 -6.289 1.218
H 0.100 -2.316 2.084
H 2.364 5.645 -0.025
H -3.801 -1.449 -0.306
H 1.325 3.197 -5.749
H 0.983 -3.831 1.889
H -4.021 8.333 0.496
H -0.391 2.282 3.511
*
```

Values from the calculation:
LUMO energy	-3.8	eV
largest force on an atom	3.79	eV Å⁻¹